Record 1
C2H8NO2 | ωB97M-V/def2-TZVPD

Structure (ORCA input):
```
! wB97M-V def2-TZVPD RIJCOSX def2/J DEFGRID3
* xyz -1 1
C 1.33 -1.83 -1.07
N -1.79 1.70 1.38
O 1.31 -0.47 -1.26
H -1.22 1.37 -0.58
H 1.68 -2.37 -1.97
O 0.38 0.98 0.62
C -0.96 0.96 0.39
H -1.38 -0.08 0.46
H -1.31 1.55 2.27
H 0.37 -2.30 -0.77
H -1.64 2.69 1.19
H 1.27 0.05 -0.39
H 1.98 -2.25 -0.28
*
```

Output
Gap between HOMO and LUMO in eV: 7.2990
Energy relative to the best compared isomer or geometry (same formula, charge and spin) in kcal/mol: 16.5
E_LUMO in eV: 4.30

=====

Record 2
C2H8NO2 | ωB97M-V/def2-TZVPD

Structure (ORCA input):
```
! wB97M-V def2-TZVPD RIJCOSX def2/J DEFGRID3
* xyz 0 2
H 1.56 -2.36 1.60
O -1.28 2.95 -1.10
H -1.12 1.48 -2.62
H 1.50 -0.62 1.84
H 2.04 -1.10 0.34
C 1.33 -1.42 1.12
O -0.61 0.76 -0.75
H -0.36 -1.98 0.05
N -0.12 -1.29 0.75
H -0.71 -1.44 1.56
C -0.94 1.69 -1.55
H -1.11 3.60 -1.78
H -0.19 -0.27 0.52
*
```

Output
Expectation value of S²: 0.75
Gap between HOMO and LUMO (spin up / spin down) in eV: 3.1759 / 8.7590
Energy relative to the best compared isomer or geometry (same formula, charge and spin) in kcal/mol: 37.8
E_LUMO (spin up / spin down) in eV: 0.34 / 0.18

=====

Record 3
C2H8NO2 | ωB97M-V/def2-TZVPD

Structure (ORCA input):
```
! wB97M-V def2-TZVPD RIJCOSX def2/J DEFGRID3
* xyz 1 1
H 0.61 -1.64 -0.32
O 0.92 0.97 -2.14
H -0.79 -1.10 -0.94
N -0.08 -0.88 -0.25
H 0.58 -0.09 -0.44
C -0.67 -0.58 1.11
H 1.76 1.27 -2.48
H -1.75 -0.79 1.07
H -0.77 0.99 2.61
C -0.29 0.81 1.65
O 0.49 1.50 1.07
H 0.23 0.86 -2.79
H -0.23 -1.31 1.83
*
```

Output
Gap between HOMO and LUMO in eV: 11.3144
Energy relative to the best compared isomer or geometry (same formula, charge and spin) in kcal/mol: 34.0
E_LUMO in eV: -3.75

=====

Record 4
C2H8NO2P | ωB97M-V/def2-TZVPD

Structure (ORCA input):
```
! wB97M-V def2-TZVPD RIJCOSX def2/J DEFGRID3
* xyz 0 1
O -2.73 -0.81 0.12
H 0.95 -1.37 -1.41
P -0.51 0.30 -0.46
N -1.84 0.14 0.68
C 0.64 1.59 0.23
H 1.54 1.37 -0.29
H 1.31 -1.53 0.38
H -2.60 -0.68 -0.82
H 0.28 2.55 -0.18
C 0.56 -1.37 -0.47
H -0.08 -2.23 -0.46
H -1.61 -0.14 1.67
O -1.23 0.69 -1.71
H 0.64 1.58 1.27
*
```

Output
Gap between HOMO and LUMO in eV: 9.7879
Energy relative to the best compared isomer or geometry (same formula, charge and spin) in kcal/mol: 67.4
E_LUMO in eV: 0.70

=====

Record 5
C2H8NO2PS | ωB97M-V/def2-TZVPD

Structure (ORCA input):
```
! wB97M-V def2-TZVPD RIJCOSX def2/J DEFGRID3
* xyz 0 3
P 1.67 1.28 -0.63
H -0.83 -0.05 -1.75
H 0.80 -0.37 1.77
S 1.06 3.08 -0.81
H -1.96 -1.06 -0.59
H -0.78 -1.20 1.68
H 2.08 1.14 -2.82
O 2.21 0.63 -2.01
N -0.01 -0.47 -0.05
H 2.78 0.36 1.04
H -0.85 0.38 1.83
H -1.59 0.77 -0.39
C -0.26 -0.35 1.35
O 2.88 1.13 0.42
C -1.22 -0.18 -0.80
*
```

Output
Expectation value of S²: 2.01
Gap between HOMO and LUMO (spin up / spin down) in eV: 7.4402 / 7.2670
Energy relative to the best compared isomer or geometry (same formula, charge and spin) in kcal/mol: 27.1
E_LUMO (spin up / spin down) in eV: 0.68 / -1.85

=====

Record 6
C2H8NO3 | ωB97M-V/def2-TZVPD

Structure (ORCA input):
```
! wB97M-V def2-TZVPD RIJCOSX def2/J DEFGRID3
* xyz 1 1
O -0.49 1.37 -0.57
H 1.29 2.42 3.92
H -1.40 -0.95 0.42
O 0.60 -0.12 -1.92
O 1.61 1.74 4.56
H -2.35 -0.69 -1.13
C -0.22 0.18 -1.13
H 0.50 -2.31 -0.83
H -1.13 -3.08 -1.03
C -1.23 -1.03 -0.67
H 0.22 2.07 -0.86
H 2.53 1.75 4.28
N -0.56 -2.25 -1.18
H -0.78 -2.23 -2.23
*
```

Output
Gap between HOMO and LUMO in eV: 9.5346
Energy relative to the best compared isomer or geometry (same formula, charge and spin) in kcal/mol: 51.4
E_LUMO in eV: -4.19